1.
{"formula": "CH5FSi", "method": "ωB97M-V with the def2-TZVPD basis set", "species": ["F", "C", "Si", "H", "H", "H", "H", "H"], "positions_angstrom": [[-0.938, 1.808, -0.296], [-0.943, 0.937, 0.817], [0.037, -0.678, 0.361], [-0.540, 1.406, 1.692], [-2.110, 0.697, 0.957], [-0.113, -0.567, -1.068], [-0.715, -1.879, 0.799], [1.433, -0.462, 0.747]], "largest_force_ev_per_a": 3.27, "orbital_gap_ev": 11.84, "smiles": "FC[SiH3]", "e_above_lowest_ev": 0.0000, "e_homo_ev": -10.745}

=====

2.
{"formula": "CH5INO", "method": "ωB97M-V with the def2-TZVPD basis set", "species": ["C", "N", "O", "I", "H", "H", "H", "H", "H"], "positions_angstrom": [[-1.200, -0.038, -0.090], [-0.357, 0.928, 0.025], [1.689, -0.595, 0.037], [-3.316, 0.126, -0.106], [-0.843, -1.031, -0.162], [0.694, 0.421, 0.034], [-0.554, 1.977, 0.204], [1.846, -0.985, 0.914], [2.042, -0.802, -0.855]], "largest_force_ev_per_a": 3.17, "orbital_gap_ev": 9.80, "e_above_lowest_ev": 0.5183, "charge": 1, "e_homo_ev": -14.502}

=====

3.
{"formula": "CH5IOSi", "method": "ωB97M-V with the def2-TZVPD basis set", "species": ["C", "O", "Si", "I", "H", "H", "H", "H", "H"], "positions_angstrom": [[0.665, 0.915, 0.110], [-0.829, -2.161, 0.334], [-1.001, -0.764, -0.431], [-3.309, 0.138, -0.071], [1.033, 0.785, -0.965], [0.083, 1.845, 0.384], [1.397, 0.541, 0.865], [-1.385, -2.698, 0.996], [-0.890, -0.959, -1.856]], "largest_force_ev_per_a": 3.53, "orbital_gap_ev": 9.49, "e_above_lowest_ev": 1.5760, "e_homo_ev": -9.066}

=====

4.
{"formula": "CH5ISi", "method": "ωB97M-V with the def2-TZVPD basis set", "species": ["Si", "C", "I", "H", "H", "H", "H", "H"], "positions_angstrom": [[-0.373, 0.627, -0.016], [0.862, -0.801, 0.043], [2.972, 0.051, -0.003], [-1.577, -0.155, -0.040], [0.026, 1.320, 1.252], [-0.170, 1.566, -1.200], [0.660, -1.414, 0.854], [0.919, -1.529, -0.632]], "largest_force_ev_per_a": 4.44, "orbital_gap_ev": 9.54, "smiles": "[SiH3]CI", "e_above_lowest_ev": 1.4628, "e_homo_ev": -9.413}

=====

5.
{"formula": "CH5N2", "method": "ωB97M-V with the def2-TZVPD basis set", "species": ["C", "N", "N", "H", "H", "H", "H", "H"], "positions_angstrom": [[0.042, 0.533, 0.098], [-1.135, 0.051, 0.044], [1.166, -0.087, 0.042], [-0.023, 1.586, 0.002], [-2.080, 0.177, -0.157], [-1.125, -1.515, 0.025], [2.071, 0.355, -0.118], [1.084, -1.100, 0.065]], "largest_force_ev_per_a": 9.08, "orbital_gap_ev": 11.05, "e_above_lowest_ev": 3.2281, "charge": 1, "e_homo_ev": -16.585}

=====

6.
{"formula": "CH5N2O", "method": "ωB97M-V with the def2-TZVPD basis set", "species": ["C", "N", "N", "O", "H", "H", "H", "H", "H"], "positions_angstrom": [[0.700, -1.153, -0.025], [-1.639, 1.095, -0.083], [0.776, 0.204, 0.059], [1.715, 0.879, -0.059], [1.663, -1.518, -0.183], [-0.023, -1.535, -0.758], [0.184, -1.297, 0.930], [-1.475, 1.968, -0.726], [-1.902, 1.358, 0.844]], "largest_force_ev_per_a": 5.08, "orbital_gap_ev": [7.92, 8.36], "e_above_lowest_ev": 7.1506, "charge": 1, "e_homo_ev": [-16.197, -15.995]}

=====

7.
{"formula": "CH5N2O", "method": "ωB97M-V with the def2-TZVPD basis set", "species": ["C", "N", "N", "O", "H", "H", "H", "H", "H"], "positions_angstrom": [[0.142, -0.222, 0.352], [1.016, -1.108, -0.199], [-0.653, 0.587, -0.395], [-1.545, 1.383, 0.261], [0.355, -0.147, 1.462], [1.824, -1.372, 0.371], [1.185, -1.244, -1.180], [-1.096, 0.085, -1.560], [-1.228, 2.038, 0.888]], "largest_force_ev_per_a": 5.60, "orbital_gap_ev": 10.30, "e_above_lowest_ev": 3.6708, "charge": 1, "e_homo_ev": -15.348}

=====

8.
{"formula": "CH5N2O2", "method": "ωB97M-V with the def2-TZVPD basis set", "species": ["C", "N", "N", "O", "O", "H", "H", "H", "H", "H"], "positions_angstrom": [[-0.828, -0.822, -0.742], [1.360, 2.065, 1.430], [-0.751, 1.357, -0.092], [2.236, 1.252, 1.000], [-1.399, 0.097, 0.158], [-0.766, -0.287, -1.642], [-1.457, -1.776, -0.747], [0.177, -1.026, -0.298], [1.388, 2.954, 0.749], [-1.365, 1.909, 0.541]], "largest_force_ev_per_a": 2.90, "orbital_gap_ev": [5.32, 7.12], "e_above_lowest_ev": 8.1058, "charge": -1, "e_homo_ev": [-0.939, -2.732]}

=====

9.
{"formula": "CH5N2S", "method": "ωB97M-V with the def2-TZVPD basis set", "species": ["S", "H", "N", "C", "N", "H", "H", "H", "H"], "positions_angstrom": [[1.399, -2.454, 1.510], [1.538, -2.588, 0.172], [-0.314, 0.371, 0.767], [-0.382, 0.682, -0.549], [-1.177, 1.551, -1.079], [-1.229, 0.378, 1.179], [0.556, 0.017, 1.140], [0.463, 0.311, -1.116], [-0.854, 1.732, -2.023]], "largest_force_ev_per_a": 2.02, "orbital_gap_ev": 6.92, "e_above_lowest_ev": 0.5747, "charge": -1, "e_homo_ev": -2.809}

=====

10.
{"formula": "CH5N2S", "method": "ωB97M-V with the def2-TZVPD basis set", "species": ["N", "C", "N", "S", "H", "H", "H", "H", "H"], "positions_angstrom": [[-0.749, 1.209, -0.346], [0.255, 0.389, -0.421], [0.627, -0.561, 0.382], [-0.214, -1.188, 1.840], [-1.407, 1.371, 0.425], [-0.772, 2.038, -1.027], [0.862, 0.332, -1.300], [1.328, -1.146, 0.129], [-0.089, -2.493, 1.332]], "largest_force_ev_per_a": 4.62, "orbital_gap_ev": 10.61, "smiles": "[NH2+]=CNS", "e_above_lowest_ev": 0.4629, "charge": 1, "e_homo_ev": -14.538}

=====

11.
{"formula": "CH5N2S2", "method": "ωB97M-V with the def2-TZVPD basis set", "species": ["N", "C", "N", "S", "S", "H", "H", "H", "H", "H"], "positions_angstrom": [[-0.131, -0.800, -0.484], [0.024, 0.450, -0.194], [-1.021, 1.208, -0.006], [1.637, 1.173, -0.154], [2.758, -0.417, 0.126], [0.729, -1.220, -0.941], [-1.017, -1.095, -0.784], [-1.002, 1.827, 0.747], [-1.961, 0.783, -0.142], [3.187, -0.496, -1.131]], "largest_force_ev_per_a": 3.55, "orbital_gap_ev": 10.44, "smiles": "NC(=[NH2+])SS", "e_above_lowest_ev": 0.1602, "charge": 1, "e_homo_ev": -14.487}

=====

12.
{"formula": "CH5N2Si", "method": "ωB97M-V with the def2-TZVPD basis set", "species": ["C", "N", "N", "Si", "H", "H", "H", "H", "H"], "positions_angstrom": [[1.742, -0.009, -0.683], [0.097, 0.189, 1.996], [-0.572, 0.034, 1.084], [-1.760, -0.299, -0.110], [1.348, 0.611, 0.130], [2.293, -0.990, -0.517], [1.330, 0.361, -1.569], [-2.902, -0.669, 0.780], [-1.577, 0.771, -1.110]], "largest_force_ev_per_a": 7.36, "orbital_gap_ev": [5.70, 8.33], "e_above_lowest_ev": 4.5966, "charge": 1, "e_homo_ev": [-13.336, -14.575]}

=====

Please write out number 11 again, unchanged.
{"formula": "CH5N2S2", "method": "ωB97M-V with the def2-TZVPD basis set", "species": ["N", "C", "N", "S", "S", "H", "H", "H", "H", "H"], "positions_angstrom": [[-0.131, -0.800, -0.484], [0.024, 0.450, -0.194], [-1.021, 1.208, -0.006], [1.637, 1.173, -0.154], [2.758, -0.417, 0.126], [0.729, -1.220, -0.941], [-1.017, -1.095, -0.784], [-1.002, 1.827, 0.747], [-1.961, 0.783, -0.142], [3.187, -0.496, -1.131]], "largest_force_ev_per_a": 3.55, "orbital_gap_ev": 10.44, "smiles": "NC(=[NH2+])SS", "e_above_lowest_ev": 0.1602, "charge": 1, "e_homo_ev": -14.487}

=====

Question: Which formula does entry 2 have?
Answer: CH5INO